Entry 1:
The following is a DFT calculation (ωB97M-V with the def2-TZVPD basis set) of C27H29AuBrGe2N2O2 as an isolated structure.

Results
total charge: 0
⟨S²⟩: 0.76
energy relative to the best compared isomer or geometry (same formula, charge and spin): 0.00 kJ/mol
lowest unoccupied orbital energy (spin up / spin down): 0.2 / -2.5 eV
HOMO (spin up / spin down): -7.991 / -8.479 eV
F_max: 2.57 eV/A
spin multiplicity: 2
gap between HOMO and LUMO (spin up / spin down): 8.16 / 6.00 eV

Cartesian coordinates (Å):
Au  13.670  12.067  10.123
C  13.181  8.948  12.761
Ge  13.780  8.538  10.959
C  15.708  9.017  10.808
C  13.600  6.549  10.528
Ge  12.461  10.002  9.581
C  12.458  9.389  7.708
C  13.355  8.403  7.381
C  13.264  7.784  6.153
C  12.331  8.248  5.171
C  11.431  9.217  5.559
C  11.462  9.759  6.817
C  10.606  9.957  10.042
C  9.986  10.932  10.789
C  8.694  10.791  11.364
C  8.097  9.533  11.256
C  8.739  8.459  10.609
C  9.909  8.694  9.873
H  12.248  9.331  13.084
H  13.825  9.716  13.157
H  13.257  8.015  13.368
H  16.009  8.593  9.817
H  16.311  8.460  11.577
H  15.822  10.080  10.831
H  13.480  6.404  9.451
H  12.775  5.980  11.039
H  14.561  6.148  10.771
H  14.131  8.265  8.129
H  14.088  7.045  5.961
H  12.422  8.026  4.113
H  10.760  9.727  4.863
H  10.869  10.658  7.035
H  10.492  11.896  10.865
H  8.109  11.604  11.831
H  7.131  9.336  11.730
H  8.118  7.589  10.469
H  10.315  7.905  9.194
N  14.886  15.211  11.424
C  15.803  14.371  10.853
C  17.204  14.432  11.160
C  18.118  13.585  10.644
C  17.730  12.611  9.683
C  16.401  12.509  9.432
N  15.450  13.303  10.043
H  15.243  15.982  11.966
H  13.890  15.184  11.325
H  17.562  15.305  11.644
H  19.147  13.737  10.984
H  18.440  11.950  9.175
H  16.048  11.652  8.833
Br  9.640  18.428  6.844
C  9.325  16.933  7.953
C  8.026  16.394  8.092
C  7.892  15.258  8.865
C  8.978  14.711  9.552
C  10.233  15.304  9.465
C  10.422  16.429  8.665
C  11.389  14.588  10.153
O  11.549  13.317  9.971
O  12.055  15.319  10.894
H  7.320  16.786  7.364
H  6.914  14.854  9.115
H  8.827  13.874  10.146
H  11.445  16.841  8.468

Results of the natural (NBO) charge analysis, in e, for atoms 1 through 2: number 1, Au, carries 0.688; number 2, C, carries -1.095



Entry 2:
The following is a DFT calculation (ωB97M-V with the def2-TZVPD basis set) of a 2-piece molecular cluster, C7H8N5O overall.

Results
total charge: +1
energy relative to the best compared isomer or geometry (same formula, charge and spin): 253.12 kJ/mol
lowest unoccupied orbital energy: -7.4 eV
HOMO: -12.979 eV
F_max: 4.58 eV/A
gap between HOMO and LUMO: 5.55 eV

Cartesian coordinates (Å):
C  3.408  -1.611  0.042
C  1.339  -0.999  0.091
C  2.202  0.145  -0.125
C  -0.302  2.821  -0.384
C  -0.950  3.384  0.563
C  -0.006  -0.838  0.009
C  0.384  1.418  -0.238
N  3.526  -0.276  -0.170
N  2.149  -2.077  0.276
N  -0.452  0.397  -0.203
N  1.688  1.421  -0.274
N  -3.451  -0.600  -0.176
O  -0.921  -1.770  0.120
H  4.265  -2.225  0.305
H  -0.307  3.079  -1.347
H  -1.170  3.650  1.543
H  1.766  -3.020  0.336
H  -4.261  -0.869  -0.829
H  -1.724  -1.322  -0.082
H  -3.583  -1.147  0.624
H  -3.601  0.441  -0.083

Results of the natural (NBO) charge analysis, in e, for atoms 1 through 2: number 1, C, carries 0.256; number 2, C, carries -0.037



Entry 3:
The following is a DFT calculation (ωB97M-V with the def2-TZVPD basis set) of a 8-piece molecular cluster, C32H48O16 overall.

Results
total charge: 0
energy relative to the best compared isomer or geometry (same formula, charge and spin): 117.16 kJ/mol
lowest unoccupied orbital energy: 0.6 eV
HOMO: -9.646 eV
F_max: 4.72 eV/A
SMILES: O=C1CCCO1.O=C1CCCO1.O=C1CCCO1.O=C1CCCO1.O=C1CCCO1.O=C1CCCO1.O=C1CCCO1.O=C1CCCO1
gap between HOMO and LUMO: 10.23 eV

Cartesian coordinates (Å):
O  8.368  14.034  16.423
C  8.028  12.945  16.197
O  7.953  12.426  14.935
C  7.386  11.116  14.908
C  7.423  10.581  16.344
C  7.400  11.868  17.143
H  7.881  10.487  14.160
H  6.329  11.283  14.714
H  8.336  9.956  16.543
H  6.553  9.954  16.476
H  8.029  11.843  18.074
H  6.402  12.259  17.406
O  12.174  7.919  6.849
C  11.091  8.114  6.307
O  10.907  7.774  5.033
C  9.649  8.302  4.501
C  8.780  8.660  5.774
C  9.871  8.695  6.970
H  9.236  7.475  3.906
H  9.885  9.249  3.983
H  8.102  7.759  5.883
H  8.218  9.598  5.702
H  9.608  8.149  7.850
H  10.125  9.719  7.246
O  13.771  10.091  13.870
C  12.996  9.946  14.779
O  12.452  10.961  15.453
C  11.473  10.356  16.422
C  11.489  8.825  16.328
C  12.415  8.585  15.188
H  10.489  10.728  16.133
H  11.824  10.731  17.367
H  10.507  8.405  16.163
H  11.774  8.435  17.288
H  11.821  8.327  14.330
H  13.195  7.780  15.333
O  8.824  15.680  11.771
C  8.358  16.360  12.626
O  7.050  16.535  12.724
C  6.743  17.249  13.980
C  8.057  17.303  14.731
C  9.142  16.980  13.715
H  5.948  16.725  14.429
H  6.398  18.208  13.629
H  8.144  16.583  15.577
H  8.203  18.279  15.218
H  9.786  16.140  14.042
H  9.619  17.824  13.288
O  11.283  7.218  10.330
C  12.359  7.636  9.948
O  12.773  8.933  10.193
C  14.176  9.000  9.954
C  14.501  7.965  8.880
C  13.520  6.836  9.209
H  14.734  8.672  10.856
H  14.373  10.029  9.615
H  15.540  7.654  8.910
H  14.256  8.367  7.945
H  14.000  6.226  9.942
H  13.138  6.313  8.418
O  7.770  12.502  7.099
C  7.206  13.394  7.686
O  7.756  14.560  7.973
C  6.881  15.451  8.718
C  5.950  14.485  9.406
C  5.863  13.286  8.392
H  6.292  16.077  8.044
H  7.529  16.090  9.320
H  5.033  14.882  9.653
H  6.323  14.101  10.339
H  5.096  13.459  7.669
H  5.770  12.327  8.961
O  10.045  10.404  13.278
C  9.974  11.034  12.244
O  8.708  11.354  11.719
C  8.804  12.252  10.543
C  10.270  12.149  10.077
C  11.067  11.607  11.360
H  8.520  13.217  10.860
H  8.096  11.858  9.846
H  10.466  13.185  9.896
H  10.444  11.525  9.225
H  11.385  12.432  12.003
H  11.885  10.912  11.154
O  8.038  7.306  15.025
C  8.008  7.417  13.839
O  7.045  8.146  13.191
C  7.254  8.038  11.783
C  8.005  6.735  11.531
C  8.861  6.757  12.830
H  7.857  8.846  11.360
H  6.343  8.025  11.230
H  8.652  6.683  10.656
H  7.276  5.910  11.536
H  9.790  7.319  12.680
H  9.307  5.821  13.218

Results of the Löwdin charge analysis, in e, for atoms 1 through 2: number 1, O, carries 0.138; number 2, C, carries -0.491



Entry 4:
The following is a DFT calculation (ωB97M-V with the def2-TZVPD basis set) of C5H10O2 as an isolated structure.

Results
total charge: 0
energy relative to the best compared isomer or geometry (same formula, charge and spin): 616.24 kJ/mol
lowest unoccupied orbital energy: 0.6 eV
HOMO: -9.141 eV
F_max: 7.81 eV/A
gap between HOMO and LUMO: 9.78 eV

Cartesian coordinates (Å):
C  -2.127  -0.526  0.654
C  -1.171  0.202  -0.326
O  -1.429  1.561  -0.050
C  0.218  -0.492  -0.364
C  1.490  0.244  -0.841
C  2.050  -0.104  0.547
O  0.821  -0.735  0.929
H  -3.084  -0.005  0.789
H  -2.319  -1.518  0.256
H  -1.663  -0.618  1.652
H  -1.156  0.670  -1.961
H  -0.415  1.809  0.585
H  0.062  -1.450  -0.891
H  2.024  -0.200  -1.689
H  1.445  1.305  -1.100
H  2.338  0.718  1.216
H  2.899  -0.800  0.531

Results of the natural (NBO) charge analysis, in e, for atoms 1 through 2: number 1, C, carries -0.676; number 2, C, carries 0.249



Entry 5:
The following is a DFT calculation (ωB97M-V with the def2-TZVPD basis set) of a single CH2ClN2OP molecule.

Results
total charge: 0
energy relative to the best compared isomer or geometry (same formula, charge and spin): 40.19 kJ/mol
lowest unoccupied orbital energy: -0.7 eV
HOMO: -9.600 eV
F_max: 2.70 eV/A
SMILES: O=CN/N=P/Cl
gap between HOMO and LUMO: 8.85 eV

Cartesian coordinates (Å):
C  -0.474  -0.250  -1.481
N  0.294  0.109  -0.408
N  -0.055  0.044  0.941
O  -1.607  -0.660  -1.565
P  0.935  0.325  2.103
Cl  -0.326  0.034  3.600
H  0.132  -0.149  -2.413
H  1.101  0.547  -0.775

Results of the natural (NBO) charge analysis, in e, for atoms 1 through 2: number 1, C, carries 0.523; number 2, N, carries -0.462



Entry 6:
The following is a DFT calculation (ωB97M-V with the def2-TZVPD basis set) of a single C3H6N4S molecule.

Results
total charge: 0
energy relative to the best compared isomer or geometry (same formula, charge and spin): 283.41 kJ/mol
lowest unoccupied orbital energy: 0.3 eV
HOMO: -8.529 eV
F_max: 4.13 eV/A
SMILES: [H]/N=C\N(N)/C=N\C=S
gap between HOMO and LUMO: 8.80 eV

Cartesian coordinates (Å):
C  -1.573  0.578  -1.035
C  -0.667  -0.654  0.923
C  1.595  -1.136  1.667
H  1.246  0.235  -1.211
H  0.640  1.779  -0.722
H  -2.411  -0.025  -0.761
H  -0.612  1.649  -2.155
H  -1.654  -1.068  1.069
H  1.918  -0.720  2.541
N  0.759  0.811  -0.451
N  -0.517  0.341  -0.074
N  -1.536  1.245  -2.074
N  0.274  -1.130  1.682
S  2.539  -1.905  0.601

Results of the natural (NBO) charge analysis, in e, for atoms 1 through 2: number 1, C, carries 0.281; number 2, C, carries 0.320



Entry 7:
The following is a DFT calculation (ωB97M-V with the def2-TZVPD basis set) of a 6-piece molecular cluster, H12O6 overall.

Results
total charge: 0
energy relative to the best compared isomer or geometry (same formula, charge and spin): 58.70 kJ/mol
lowest unoccupied orbital energy: 0.8 eV
HOMO: -11.140 eV
F_max: 3.00 eV/A
SMILES: O.O.O.O.O.O
gap between HOMO and LUMO: 11.95 eV

Cartesian coordinates (Å):
H  -0.296  1.265  -3.071
H  -0.079  1.536  -1.579
H  1.642  0.256  1.552
H  3.089  0.669  1.215
H  -2.968  -0.598  -0.699
H  -1.576  -0.269  -1.517
H  -0.089  -1.447  1.543
H  0.552  -1.206  3.039
H  -1.177  -3.249  0.761
H  -1.714  -1.974  -0.033
H  1.032  3.189  -0.694
H  1.676  1.799  -0.257
O  -0.771  1.160  -2.227
O  2.203  0.976  1.247
O  -2.139  -1.010  -1.144
O  0.693  -1.100  2.025
O  -1.383  -2.309  0.905
O  1.305  2.312  -1.067

Results of the natural (NBO) charge analysis, in e, for atoms 1 through 2: number 1, H, carries 0.480; number 2, H, carries 0.510



Entry 8:
The following is a DFT calculation (ωB97M-V with the def2-TZVPD basis set) of a 3-piece molecular cluster, C10H22BNO12PS2 overall.

Results
total charge: +1
lowest unoccupied orbital energy: -5.0 eV
HOMO: -13.272 eV
F_max: 12.20 eV/A
gap between HOMO and LUMO: 8.27 eV

Cartesian coordinates (Å):
C  -1.951  -2.501  -0.468
C  -0.409  -2.641  -1.010
C  -0.097  -1.275  -1.922
O  1.181  -0.747  -1.420
P  1.698  0.675  -2.281
N  3.461  0.416  -2.647
C  4.006  -0.232  -1.533
O  4.357  -0.687  -0.298
B  1.524  2.232  -1.114
O  0.158  2.767  -0.783
O  2.794  2.822  -0.653
C  2.709  3.368  0.707
C  4.045  2.791  1.527
H  -2.393  -3.583  -0.318
H  -1.961  -1.858  0.533
H  -2.573  -1.966  -1.328
H  -0.321  -3.613  -1.668
H  0.352  -2.675  -0.111
H  -0.963  -0.512  -1.680
H  -0.080  -1.549  -3.083
H  1.019  0.852  -3.540
H  0.216  3.776  -0.701
H  1.710  3.151  1.276
H  2.898  4.542  0.621
H  3.692  2.321  2.561
H  4.599  1.946  0.926
H  4.820  3.668  1.689
C  -3.615  5.615  -0.225
C  -3.504  4.886  1.111
O  -2.106  4.700  1.320
S  -1.300  5.951  0.653
O  -1.009  6.909  1.696
O  -0.289  5.423  -0.234
O  -2.526  6.537  -0.248
H  -3.492  4.922  -1.063
H  -4.565  6.146  -0.328
H  -4.024  3.926  1.106
H  -3.889  5.504  1.930
C  0.099  -7.142  1.849
C  0.647  -6.070  0.910
O  -0.241  -6.061  -0.205
S  -1.741  -6.445  0.309
O  -2.479  -5.217  0.505
O  -2.234  -7.539  -0.496
O  -1.321  -7.026  1.773
H  0.378  -8.144  1.508
H  0.439  -7.002  2.879
H  1.669  -6.281  0.588
H  0.610  -5.080  1.379

Results of the natural (NBO) charge analysis, in e, for atoms 1 through 2: number 1, C, carries -0.653; number 2, C, carries -0.428



Entry 9:
The following is a DFT calculation (ωB97M-V with the def2-TZVPD basis set) of C35H47Cl3N5O2SeV as an isolated structure.

Results
total charge: -1
⟨S²⟩: 3.80
energy relative to the best compared isomer or geometry (same formula, charge and spin): 11.53 kJ/mol
lowest unoccupied orbital energy (spin up / spin down): 1.9 / 1.9 eV
HOMO (spin up / spin down): -2.525 / -2.868 eV
F_max: 4.73 eV/A
spin multiplicity: 4
gap between HOMO and LUMO (spin up / spin down): 4.46 / 4.80 eV

Cartesian coordinates (Å):
V  -1.359  -0.398  -0.056
Cl  -8.240  -1.201  -0.155
C  -6.569  -1.180  -0.462
C  -5.885  0.065  -0.399
C  -4.534  0.078  -0.602
Cl  -3.610  1.563  -0.526
C  -3.841  -1.082  -0.955
O  -2.622  -1.036  -1.507
C  -4.535  -2.321  -0.940
Cl  -3.666  -3.788  -1.294
C  -5.902  -2.377  -0.740
H  -6.490  0.936  -0.177
H  -6.483  -3.314  -0.783
C  0.616  -0.238  -0.406
H  1.046  -0.418  0.594
H  0.973  -1.107  -1.006
C  -2.706  2.647  2.838
C  -1.796  1.360  2.736
O  -1.461  0.866  1.592
C  -1.269  0.673  3.927
C  -0.202  -0.261  3.770
C  0.373  -0.833  4.892
C  -0.196  -0.557  6.134
C  -1.249  0.341  6.308
C  -1.808  0.968  5.211
H  -2.436  3.220  1.934
H  -2.568  3.335  3.684
H  -3.768  2.427  2.720
H  0.171  -0.484  2.765
H  1.248  -1.488  4.815
H  0.185  -1.043  7.025
H  -1.588  0.545  7.333
H  -2.625  1.681  5.334
C  6.044  3.343  -0.248
C  4.542  3.603  -0.293
C  3.731  2.814  0.739
C  3.367  1.352  0.422
N  2.683  1.126  -0.857
C  1.226  1.028  -0.966
Se  0.335  2.656  -0.057
N  1.043  1.114  -2.401
C  -0.253  1.232  -3.066
C  -0.788  2.676  -3.291
C  0.141  3.672  -3.993
C  0.161  3.582  -5.515
C  2.238  1.090  -3.066
C  2.557  0.998  -4.421
C  3.891  0.837  -4.772
C  4.906  0.806  -3.820
C  4.613  0.907  -2.462
C  3.277  1.059  -2.080
H  6.561  3.766  -1.106
H  6.312  2.281  -0.227
H  6.497  3.775  0.652
H  4.125  3.467  -1.301
H  4.363  4.670  -0.116
H  2.803  3.329  0.980
H  4.303  2.765  1.673
H  2.702  0.971  1.187
H  4.269  0.725  0.449
H  -0.983  0.624  -2.501
H  -0.192  0.724  -4.040
H  -1.138  3.070  -2.326
H  -1.698  2.556  -3.896
H  1.150  3.616  -3.580
H  -0.191  4.679  -3.721
H  0.350  2.568  -5.876
H  0.918  4.239  -5.951
H  -0.807  3.912  -5.907
H  1.785  1.026  -5.187
H  4.179  0.700  -5.814
H  5.926  0.683  -4.184
H  5.399  0.829  -1.719
C  -2.624  -2.672  2.581
N  -1.484  -3.508  2.265
C  -0.915  -4.278  3.378
C  -0.841  -3.454  1.061
N  -0.947  -2.314  0.288
N  -0.171  -4.532  0.585
C  0.903  -4.399  -0.398
C  -0.694  -5.910  0.693
H  -3.343  -3.265  3.163
H  -3.087  -2.329  1.654
H  -2.330  -1.788  3.157
H  -0.642  -3.611  4.213
H  -0.012  -4.773  3.042
H  -1.626  -5.012  3.760
H  -0.867  -2.670  -0.685
H  0.532  -4.403  -1.429
H  1.595  -5.242  -0.265
H  1.472  -3.487  -0.185
H  -1.395  -6.002  1.524
H  0.147  -6.593  0.869
H  -1.226  -6.205  -0.219

Results of the Löwdin charge analysis, in e, for atoms 1 through 2: number 1, V, carries 0.851; number 2, Cl, carries 0.673



Entry 10:
The following is a DFT calculation (ωB97M-V with the def2-TZVPD basis set) of C4H11CaO3 as an isolated structure.

Results
total charge: +1
energy relative to the best compared isomer or geometry (same formula, charge and spin): 0.00 kJ/mol
lowest unoccupied orbital energy: -4.1 eV
HOMO: -12.927 eV
F_max: 3.99 eV/A
gap between HOMO and LUMO: 8.83 eV

Cartesian coordinates (Å):
O  -0.172  1.477  0.180
C  -1.565  1.364  -0.039
C  -1.863  -0.055  -0.477
O  -1.181  -0.946  0.413
C  -1.463  -2.323  0.182
Ca  0.675  -0.146  1.102
H  -1.884  2.054  -0.834
H  -2.127  1.605  0.877
H  -1.481  -0.233  -1.494
H  -2.944  -0.257  -0.445
H  -0.898  -2.913  0.909
H  -2.540  -2.502  0.307
H  -1.159  -2.610  -0.834
O  2.187  0.710  0.022
H  0.900  1.873  -0.447
C  3.585  0.722  0.114
H  4.046  0.430  -0.843
H  3.925  1.726  0.422
H  3.960  0.026  0.884

Results of the natural (NBO) charge analysis, in e, for atoms 1 through 2: number 1, O, carries -0.953; number 2, C, carries -0.095